Below is C58H55N3O3P2S3SiTi as an isolated structure in a non-equilibrium geometry, with properties calculated with ωB97M-V/def2-TZVPD.

```
126
Properties=species:S:1:pos:R:3:mulliken_charge:R:1
Ti 0.231 -0.969 -0.903 -1.894
C -3.318 4.063 -1.941 -0.630
C -3.017 2.746 -2.260 -0.732
C -1.873 2.149 -1.758 -0.368
C -0.967 2.863 -0.958 1.207
C -1.257 4.202 -0.702 -0.621
C -2.427 4.789 -1.170 -0.847
P 0.543 1.893 -0.394 1.368
C 1.671 3.282 0.026 0.510
C 1.318 4.173 1.043 -0.601
C 2.197 5.159 1.458 -0.761
C 3.465 5.240 0.899 -0.780
C 3.848 4.322 -0.065 -0.901
C 2.958 3.349 -0.500 -0.911
C 0.996 1.517 -2.138 -0.445
C 1.330 2.521 -3.043 -0.371
C 1.637 2.188 -4.353 -1.074
C 1.599 0.856 -4.744 -0.915
C 1.228 -0.131 -3.845 -0.209
C 0.891 0.163 -2.515 1.633
H -4.233 4.522 -2.298 0.337
H -3.687 2.179 -2.896 0.402
H -1.663 1.119 -2.015 0.003
H -0.560 4.813 -0.148 0.408
H -2.639 5.825 -0.926 0.411
H 0.367 4.060 1.547 0.588
H 1.901 5.841 2.246 0.312
H 4.162 6.000 1.234 0.368
H 4.852 4.343 -0.470 0.378
H 3.267 2.617 -1.234 0.469
H 1.348 3.557 -2.727 0.560
H 1.900 2.961 -5.066 0.370
H 1.863 0.587 -5.761 0.398
H 1.236 -1.159 -4.189 0.117
S 2.530 -0.061 0.173 0.424
C 2.709 0.329 1.877 0.115
S 1.502 1.036 2.824 -0.220
C 3.948 0.017 2.451 0.824
C 5.025 -0.533 1.713 -0.068
N 5.946 -0.975 1.172 -0.792
C 4.221 0.255 3.819 -0.237
N 4.495 0.424 4.930 -0.812
C -4.808 0.343 -0.055 -0.272
C -4.143 -0.488 1.030 -0.544
O -2.845 -0.922 0.655 0.195
P -1.499 0.076 0.765 0.956
O -1.170 -1.821 -1.507 0.147
C -1.858 -2.986 -1.165 0.719
C -3.129 -3.163 -1.989 -1.838
O -0.423 -1.191 1.233 -0.544
C -0.568 -1.755 2.541 -0.671
C 0.781 -2.174 3.101 -0.706
H -5.858 0.526 0.185 0.480
H -4.738 -0.169 -1.017 0.119
H -4.289 1.296 -0.131 -0.393
H -4.724 -1.398 1.225 0.399
H -4.079 0.095 1.951 0.133
H -2.134 -2.959 -0.106 0.217
H -1.217 -3.861 -1.323 0.006
H -3.773 -2.292 -1.858 0.180
H -3.660 -4.058 -1.662 0.362
H -2.880 -3.262 -3.046 0.363
H -1.243 -2.617 2.476 0.211
H -1.036 -1.005 3.184 0.422
H 1.369 -2.689 2.339 -0.018
H 0.641 -2.847 3.951 0.478
H 1.338 -1.301 3.433 0.070
N -1.916 1.007 1.962 -0.131
S -3.098 2.071 4.903 -0.385
C -4.441 2.671 3.914 0.786
C -5.682 2.852 4.522 -0.569
C -6.750 3.339 3.787 -0.438
C -6.587 3.661 2.445 -0.660
C -5.362 3.428 1.830 -0.640
C -4.295 2.916 2.549 -0.406
C -1.758 3.207 4.653 0.582
C -1.833 4.369 3.891 -0.313
C -0.733 5.212 3.814 -0.613
C 0.433 4.925 4.506 -0.288
C 0.515 3.750 5.241 -0.536
C -0.569 2.895 5.309 -0.596
H -1.168 1.630 2.249 -0.360
H -5.793 2.597 5.569 0.362
H -7.713 3.470 4.266 0.331
H -7.411 4.076 1.878 0.372
H -5.238 3.636 0.773 0.484
H -3.358 2.672 2.061 0.676
H -2.739 4.626 3.365 0.439
H -0.791 6.103 3.199 0.294
H 1.273 5.607 4.473 0.424
H 1.434 3.497 5.752 0.392
H -0.496 1.971 5.870 0.348
C 5.554 -2.280 -4.232 -0.564
C 5.288 -1.446 -3.155 -0.830
C 4.173 -1.662 -2.358 -0.445
C 3.288 -2.713 -2.611 1.129
C 3.581 -3.546 -3.695 -0.246
C 4.695 -3.337 -4.496 -0.801
Si 1.704 -2.981 -1.533 2.773
C 0.741 -4.142 -2.778 -0.013
C -0.055 -3.593 -3.789 -0.254
C -0.695 -4.387 -4.728 -0.715
C -0.574 -5.769 -4.675 -0.699
C 0.189 -6.341 -3.669 -0.857
C 0.838 -5.536 -2.741 -0.378
C 2.232 -4.345 -0.278 0.163
C 3.448 -5.022 -0.369 -0.457
C 3.743 -6.090 0.468 -0.772
C 2.828 -6.496 1.429 -0.634
C 1.621 -5.822 1.551 -0.546
C 1.331 -4.762 0.704 -0.358
H 6.423 -2.109 -4.858 0.331
H 5.954 -0.621 -2.931 0.425
H 4.001 -1.003 -1.517 0.369
H 2.927 -4.381 -3.915 0.461
H 4.896 -4.004 -5.327 0.372
H -0.202 -2.520 -3.817 0.238
H -1.295 -3.927 -5.506 0.411
H -1.072 -6.393 -5.408 0.318
H 0.285 -7.420 -3.607 0.382
H 1.439 -6.004 -1.970 0.346
H 4.167 -4.716 -1.120 0.350
H 4.687 -6.613 0.367 0.397
H 3.052 -7.334 2.079 0.350
H 0.906 -6.128 2.305 0.404
H 0.375 -4.254 0.795 0.311
```

Values from the calculation:
maximum force	2.6	eV Å⁻¹
multiplicity	1
relative energy (zero: lowest compared OMol25 entry of this formula, charge and spin)	0.0	kcal per mole
HOMO level	-2.05	eV
frontier orbital gap	5.87	eV
total charge	-2